(1)
Computed, not measured: a cluster of 11 separate species, C53H88F14INO12PS in total, with ωB97M-V/def2-TZVPD.

Properties
- E_tot: -5464.52452 a.u.
- Relative energy (zero: lowest compared OMol25 entry of this formula, charge and spin): 995.30 kJ/mol
- E_HOMO: -9.343 eV

The geometry in ORCA input format:
```
! wB97M-V def2-TZVPD RIJCOSX def2/J DEFGRID3
* xyz 1 1
C 3.4678 -2.9447 0.4934
C 2.3574 -3.4041 1.3364
C 0.8409 -2.8824 1.1407
C 0.2843 -1.7488 2.0929
P 1.4822 -1.1036 3.3682
C 0.8662 0.3123 4.4260
C 3.1016 -0.4389 2.5668
C -1.1975 -1.3564 1.8535
C -1.8806 -0.2658 2.7827
C -2.2808 -0.8567 4.2521
O -1.4231 -1.9459 4.6807
C -2.0171 -3.2164 4.4826
O -1.2759 -4.2232 4.6672
C -2.0576 -2.0534 0.7243
C -3.6123 -1.6809 0.4764
C -3.7955 -0.2545 -0.2492
C -3.2479 -0.2220 -1.7644
C -1.9508 0.7052 -1.9084
C -1.4760 0.9000 -3.4483
F -1.2027 -0.3362 -4.1058
F -2.6616 1.4096 -4.1103
C -0.3650 2.0294 -3.6436
F -0.5875 3.1594 -2.8044
F -0.5161 2.5301 -4.9824
S 1.4159 1.5078 -3.4618
F 1.4255 0.5933 -4.8481
F 1.8706 2.8742 -4.3311
F 1.5369 2.4700 -2.0660
F 1.0836 0.2208 -2.4596
F 3.0400 1.1551 -3.2845
C -1.3451 -3.1547 -0.1436
C -2.1067 -3.9296 -1.3450
C -1.6262 -3.4047 -2.8155
C -1.4148 -4.7341 -3.7398
C -1.6449 -4.4434 -5.3018
F -2.8715 -3.7654 -5.5743
F -1.7538 -5.7266 -5.9618
C -0.4303 -3.6835 -6.0219
F 0.4918 -4.6868 -6.4651
F 0.2398 -2.7425 -5.2096
F -0.8569 -2.9671 -7.1830
N 0.0552 -3.5232 0.1119
I 0.9808 -5.0284 -0.9988
H 3.5870 -3.4879 -0.5208
H 4.1559 -2.0750 0.7491
H 2.5098 -4.1912 2.1673
H 1.7690 0.7118 5.0261
H 0.5758 1.1920 3.7290
H 0.0673 0.0677 5.1997
H 3.4517 0.5366 3.0518
H 3.0398 -0.3981 1.4288
H 3.8990 -1.2275 2.8519
H -1.2741 0.7156 2.8643
H -2.8930 0.0693 2.3326
H -2.3994 -0.0238 5.0206
H -3.3395 -1.3040 4.1032
H -3.0868 -3.4121 4.1363
H -4.2088 -2.5290 0.0077
H -4.0466 -1.5427 1.5413
H -4.9145 0.0270 -0.2837
H -3.2797 0.5892 0.3259
H -4.0820 0.2290 -2.4221
H -3.0931 -1.3045 -2.0897
H -2.1980 1.7561 -1.5181
H -1.1301 0.2733 -1.2437
H -3.2401 -3.7556 -1.3211
H -1.9769 -5.0766 -1.2605
H -0.6023 -2.9168 -2.7028
H -2.4090 -2.7670 -3.3413
H -2.1446 -5.5782 -3.4386
H -0.3643 -5.1756 -3.6477
C -2.5461 5.2542 -1.8277
C -3.2040 4.8832 -0.5273
O -3.6837 3.7751 -0.3528
C -3.2475 5.9328 0.5509
H -2.5883 4.4025 -2.5093
H -3.0728 6.0948 -2.2846
H -1.4986 5.5121 -1.6537
H -3.8054 6.8032 0.1993
H -2.2316 6.2216 0.8297
H -3.7504 5.5267 1.4317
C -6.1174 -6.4776 2.1965
C -5.8423 -5.0715 2.6568
O -5.3143 -4.2560 1.9203
C -6.2444 -4.7112 4.0621
H -5.7758 -6.5944 1.1657
H -5.5773 -7.1872 2.8268
H -7.1902 -6.6779 2.2347
H -5.7100 -5.3427 4.7752
H -7.3227 -4.8332 4.1830
H -5.9864 -3.6675 4.2565
C -2.6013 9.5133 -4.2721
C -3.2600 9.1426 -2.9705
O -3.7391 8.0360 -2.7964
C -3.3040 10.1923 -1.8924
H -2.6429 8.6614 -4.9543
H -3.1279 10.3537 -4.7291
H -1.5545 9.7721 -4.0985
H -3.8618 11.0628 -2.2436
H -2.2884 10.4812 -1.6132
H -3.8071 9.7863 -1.0120
C 6.9927 4.9646 -3.2473
C 6.1854 4.2066 -2.2272
O 6.6505 3.9180 -1.1398
C 4.7801 3.8190 -2.6039
H 7.9835 5.1764 -2.8398
H 7.1074 4.3634 -4.1519
H 6.5009 5.9110 -3.4820
H 4.7967 3.1666 -3.4793
H 4.1897 4.7147 -2.8093
H 4.3189 3.2788 -1.7740
C 0.6733 -3.1728 -9.6935
C 1.3029 -3.3281 -11.0526
O 1.8778 -4.3524 -11.3693
C 1.1933 -2.1662 -12.0043
H 0.8299 -4.0862 -9.1159
H 1.1368 -2.3387 -9.1622
H -0.4006 -3.0049 -9.7984
H 1.6798 -1.2873 -11.5757
H 0.1424 -1.9534 -12.2118
H 1.6913 -2.4190 -12.9429
C 0.6094 0.0766 8.7874
C 1.4952 1.1274 8.1728
O 1.4638 1.3613 6.9769
C 2.4209 1.8781 9.0927
H -0.0032 -0.3822 8.0077
H 1.2211 -0.6990 9.2535
H -0.0507 0.5336 9.5277
H 3.1129 1.1833 9.5727
H 1.8409 2.4149 9.8464
H 2.9980 2.6025 8.5135
C 1.5391 4.0414 0.7975
C 0.8905 3.6690 2.1033
O 0.4243 2.5570 2.2842
C 0.8393 4.7218 3.1776
H 1.5040 3.1863 0.1190
H 1.0010 4.8742 0.3393
H 2.5839 4.3125 0.9653
H 0.2701 5.5848 2.8254
H 1.8527 5.0231 3.4511
H 0.3448 4.3134 4.0618
C 3.8483 -1.0706 7.4405
C 4.7301 -0.5844 6.3227
O 4.2582 -0.1201 5.2989
C 6.2181 -0.6940 6.5169
H 2.8018 -0.9309 7.1620
H 4.0247 -2.1337 7.6171
H 4.0495 -0.4978 8.3479
H 6.4989 -1.7407 6.6528
H 6.5242 -0.1042 7.3834
H 6.7283 -0.3065 5.6325
C 7.3315 3.8814 3.8836
C 6.5484 3.1045 4.9085
O 7.0264 2.8275 5.9937
C 5.1510 2.6826 4.5404
H 8.3192 4.1174 4.2855
H 7.4556 3.2830 2.9785
H 6.8156 4.8156 3.6515
H 5.1786 2.0302 3.6651
H 4.5377 3.5639 4.3377
H 4.7091 2.1328 5.3720
C -4.5040 -7.6032 -4.1791
C -3.5497 -8.4964 -3.4315
O -2.8212 -8.0559 -2.5587
C -3.5299 -9.9542 -3.8039
H -4.4107 -6.5804 -3.8066
H -4.2634 -7.6109 -5.2443
H -5.5304 -7.9408 -4.0206
H -3.2460 -10.0661 -4.8524
H -4.5131 -10.3960 -3.6289
H -2.7965 -10.4759 -3.1852
*
```

(2)
Computed, not measured: a structure of composition C53H91Br30Cl10O11P, with ωB97M-V/def2-TZVPD.

Properties
- E_tot: -85065.23722 a.u.
- E_HOMO: -6.595 eV

The geometry in ORCA input format:
```
! wB97M-V def2-TZVPD RIJCOSX def2/J DEFGRID3
* xyz 0 1
C 0.8491 -11.4756 -20.5644
C 1.1748 -10.0400 -20.1658
C 2.0632 -9.8370 -18.9874
C 1.5121 -10.5241 -17.6871
P 2.4337 -10.2327 -16.1472
C 2.1321 -8.4890 -15.6941
C 3.2267 -7.4587 -16.2018
C 2.7399 -6.0165 -16.0721
C 2.4714 -5.6450 -14.6140
C 1.7924 -11.3645 -14.8949
C 0.3889 -11.1272 -14.4287
C 0.0397 -12.1339 -13.3003
C -1.3994 -12.0659 -12.8345
C 4.2554 -10.4827 -16.5294
C 4.8208 -11.9102 -16.2460
C 4.1818 -13.1179 -16.9740
C 5.0531 -14.3236 -16.7653
H 0.1379 -11.6542 -21.3709
H 0.4278 -12.0412 -19.7333
H 1.7732 -12.0000 -20.8077
H 0.1972 -9.5856 -20.0045
H 1.5741 -9.4148 -20.9644
H 2.1107 -8.7563 -18.8529
H 3.0681 -10.0868 -19.3277
H 1.3605 -11.5835 -17.8936
H 0.5278 -10.1465 -17.4103
H 2.0288 -8.4109 -14.6119
H 1.1260 -8.2589 -16.0448
H 3.2685 -7.6679 -17.2708
H 4.2283 -7.6211 -15.8036
H 1.8190 -5.8135 -16.6188
H 3.4200 -5.3395 -16.5890
H 1.6297 -6.2886 -14.3585
H 2.2155 -4.5941 -14.4791
H 3.2526 -5.8364 -13.8784
H 2.3996 -11.2437 -13.9978
H 1.9894 -12.3444 -15.3297
H -0.3600 -11.1576 -15.2201
H 0.3204 -10.1180 -14.0228
H 0.6838 -11.9212 -12.4470
H 0.1978 -13.1322 -13.7084
H -1.5445 -11.2051 -12.1818
H -1.6068 -12.9510 -12.2331
H -2.1105 -12.0619 -13.6606
H 4.6831 -9.7848 -15.8097
H 4.5970 -10.1604 -17.5130
H 4.6583 -11.9926 -15.1713
H 5.8949 -11.7826 -16.3809
H 4.3544 -12.9001 -18.0279
H 3.1309 -13.2343 -16.7093
H 5.0174 -14.7231 -15.7518
H 6.0953 -14.2900 -17.0830
H 4.5334 -15.0630 -17.3746
C 5.6245 -8.9723 -11.4775
C 4.6221 -8.6043 -12.6299
O 3.4983 -9.4128 -12.6922
H 5.1370 -9.0351 -10.5046
H 6.4794 -8.2997 -11.4075
H 5.9823 -9.9824 -11.6767
H 5.1553 -8.7704 -13.5659
H 4.3674 -7.5447 -12.6498
O -1.9696 -11.3353 -17.5665
C -2.4025 -10.2074 -17.5199
O -1.7056 -9.1228 -18.0181
C -2.3245 -7.8571 -17.5932
C -3.3974 -8.2120 -16.5501
C -3.7442 -9.7182 -16.9441
H -2.7847 -7.4340 -18.4861
H -1.5085 -7.2191 -17.2537
H -4.2408 -7.5381 -16.7004
H -2.9308 -8.1557 -15.5666
H -4.4597 -9.7056 -17.7664
H -4.1143 -10.3808 -16.1618
O 5.3820 -8.8644 -20.0627
C 5.2900 -7.6967 -19.8269
O 4.0634 -7.1003 -19.6450
C 4.1433 -5.6821 -19.3982
C 5.5849 -5.5239 -18.9319
C 6.4152 -6.7146 -19.4494
H 3.4310 -5.4787 -18.5987
H 3.9582 -5.0061 -20.2330
H 5.5815 -5.3538 -17.8552
H 6.0254 -4.6329 -19.3794
H 6.9958 -7.1755 -18.6503
H 6.9886 -6.4162 -20.3270
O -5.2845 -15.3333 -22.7245
C -4.2458 -15.0009 -22.1384
O -3.1569 -15.7912 -21.8971
C -2.0963 -15.1158 -21.1609
C -2.9268 -13.9724 -20.5615
C -3.9970 -13.5918 -21.5743
H -1.2768 -14.6854 -21.7363
H -1.7419 -15.6997 -20.3114
H -2.3092 -13.1366 -20.2327
H -3.4623 -14.3040 -19.6719
H -3.6337 -12.9131 -22.3460
H -4.9707 -13.3358 -21.1566
O 5.4473 -16.8779 -21.8399
C 5.4725 -17.4659 -20.7682
O 6.2870 -17.1348 -19.7508
C 6.1767 -17.9563 -18.5513
C 5.4498 -19.1616 -19.0483
C 4.6456 -18.6603 -20.2502
H 5.5992 -17.4356 -17.7874
H 7.1516 -18.1818 -18.1192
H 4.8469 -19.5856 -18.2452
H 6.1960 -19.9209 -19.2824
H 3.6803 -18.2520 -19.9510
H 4.5356 -19.4517 -20.9917
O 6.9939 -9.0980 -17.1019
C 7.7827 -9.9955 -17.3199
O 8.7943 -10.2565 -16.5404
C 9.4738 -11.4761 -16.9594
C 8.6292 -12.0890 -18.0802
C 7.8034 -10.8321 -18.5317
H 9.4706 -12.2017 -16.1460
H 10.5406 -11.3348 -17.1326
H 8.0360 -12.9283 -17.7173
H 9.2262 -12.4885 -18.9001
H 6.7777 -11.1078 -18.7766
H 8.3410 -10.2593 -19.2874
C 1.3182 -16.8697 -16.2191
Cl 2.6678 -17.2526 -17.3504
Cl 1.3147 -15.2814 -15.5394
H 0.3654 -17.1170 -16.6871
H 1.4816 -17.6024 -15.4288
C 7.7409 -11.4130 -13.4201
Cl 8.7570 -10.7996 -12.0422
Cl 8.2197 -13.0653 -13.9533
H 6.7231 -11.4402 -13.0309
H 7.7587 -10.7530 -14.2874
C -2.3497 -5.0748 -13.9918
Cl -0.9720 -5.1122 -15.1571
Cl -3.1466 -3.4620 -13.8350
H -3.0910 -5.7574 -14.4075
H -1.9726 -5.3475 -13.0061
C 0.5139 -8.0099 -11.7377
Cl -0.8405 -8.2848 -12.8277
Cl 0.0671 -7.0113 -10.3260
H 0.8901 -8.9902 -11.4452
H 1.3690 -7.5640 -12.2457
C 3.5449 -12.7173 -11.5609
Cl 3.4909 -13.4706 -9.9157
Cl 4.3087 -13.7279 -12.7835
H 2.5838 -12.4380 -11.9926
H 4.1321 -11.8144 -11.3932
C 7.4256 -6.4794 -14.3879
Br 8.4922 -7.0766 -12.9264
Br 8.5590 -6.0204 -15.9373
Br 6.3422 -4.8465 -13.8640
H 6.7331 -7.2479 -14.7313
C -0.2594 -1.7116 -12.9032
Br 0.3262 -1.3598 -14.7224
Br 0.5948 -0.2776 -11.8440
Br 0.4830 -3.4351 -12.3218
H -1.3426 -1.7050 -12.7813
C -4.1125 -14.0913 -10.2456
Br -4.8676 -14.7744 -11.8591
Br -4.2190 -15.4621 -8.8380
Br -4.8959 -12.3760 -9.7296
H -3.0816 -13.8470 -10.5020
C 6.1028 -17.0938 -13.2956
Br 4.6103 -17.1612 -14.6036
Br 7.9165 -16.4508 -13.8777
Br 6.2717 -18.7468 -12.3134
H 5.8325 -16.3363 -12.5600
C 2.3905 -15.2536 -21.6343
Br 1.7522 -17.1161 -21.6913
Br 2.1826 -14.5486 -19.8159
Br 1.2527 -14.1423 -22.7926
H 3.4128 -15.0958 -21.9778
C 0.5264 -15.8100 -10.3284
Br -1.0881 -16.9646 -10.2430
Br -0.1351 -13.9037 -10.0624
Br 1.4586 -15.8168 -12.1009
H 1.3110 -15.9812 -9.5914
C -6.1570 -10.1278 -13.5340
Br -4.2173 -10.3955 -13.3520
Br -7.1516 -10.6863 -11.9196
Br -6.8485 -10.9958 -15.2065
H -6.3688 -9.0629 -13.6309
C 5.8209 -13.5828 -22.5549
Br 4.6060 -13.5516 -24.0818
Br 5.1339 -12.7164 -20.8617
Br 7.5166 -12.8439 -23.0940
H 6.0152 -14.6068 -22.2357
C -2.5862 -14.0678 -15.9966
Br -2.1973 -15.2760 -14.5329
Br -4.5505 -14.0802 -16.4330
Br -1.5127 -14.5831 -17.5479
H -2.2723 -13.0780 -15.6650
C 0.3211 -6.1176 -20.9457
Br -0.1834 -4.2544 -21.5803
Br -1.0913 -7.3750 -21.4020
Br 0.7507 -6.1717 -19.0494
H 1.1796 -6.4416 -21.5341
*
```

It is found that the frontier orbital gap values, taken in the order of the records, are 5.19; 5.78 eV.